{"formula": "C4H8OS", "method": "wB97M-V/def2-TZVPD", "elements": ["S", "O", "C", "C", "C", "C", "H", "H", "H", "H", "H", "H", "H", "H"], "positions_angstrom": [[-2.045952, -0.635757, -0.251969], [-2.262506, 0.771105, -0.565450], [-0.556241, -0.697489, 0.927495], [0.375764, 0.161292, 0.156088], [0.227691, 1.499605, 0.393426], [1.436378, -0.472920, -0.668970], [-1.064337, -0.131037, 1.842559], [2.160578, -1.142100, -0.072872], [-0.575586, 1.713204, 1.099858], [-1.295031, -0.994288, -1.323372], [0.997643, -1.115119, -1.525923], [-0.098020, -1.589705, 1.160565], [0.794799, 2.179756, -0.229109], [1.904825, 0.453453, -0.942332]], "forces_ev_per_a": [[0.1825, -1.7241, 0.0720], [-0.7520, 1.4863, 0.3126], [-2.3163, 3.6637, 0.0683], [-0.2134, 1.6323, 2.7717], [0.2610, -2.5932, -0.9801], [-0.2095, -1.2699, -0.1519], [1.3652, -1.4191, -1.6950], [-1.1548, 1.0796, -0.7750], [0.5406, 0.8673, -0.4388], [0.2078, -0.7863, -0.0200], [0.9232, 1.2276, 1.1062], [0.1782, -2.4272, 0.5613], [-0.1756, 0.5255, 0.4315], [1.1632, -0.2624, -1.2627]], "multiplicity": 1, "homo_lumo_gap_ev": 9.8114, "energy_ha": -630.52575, "max_force_ev_per_a": 4.3, "de_lowest_kcal_mol": 68.5}